Here is C5H5FO in the gas phase in a non-equilibrium geometry from the Open Molecules 2025 dataset. Energies are from wB97M-V/def2-TZVPD.

## Properties
SMILES: Cc1coc(F)c1
Kohn-Sham gap (eV): 9.9
Charge: 0
Calculated total energy (Eh): -368.5307
ΔE to the lowest compared entry with this formula, charge and spin (kJ/mol): 178.04

XYZ file:
```
12
Properties=species:S:1:pos:R:3:forces:R:3
C -1.8807 -0.2467 -0.0532 0.02 1.11 1.18
C -0.2883 -0.0670 0.1322 0.37 -0.09 -0.78
C 0.2613 1.1903 0.0638 0.84 -4.12 0.35
O 1.6380 1.0880 0.0436 -0.97 3.16 0.23
C 1.9733 -0.1446 0.1089 2.11 -1.13 -1.29
F 3.3299 -0.2310 -0.0521 -1.58 -0.78 0.57
C 0.9547 -1.0113 0.0539 -2.67 2.50 1.02
H -2.0463 -1.1849 -0.7482 -0.15 2.20 1.46
H -2.5763 -0.2833 1.0454 2.39 -0.31 -3.34
H -2.1887 0.8394 -0.5186 0.39 -3.10 0.76
H -0.1444 2.0951 -0.1784 -0.79 2.24 -0.17
H 0.9675 -2.0439 0.1027 0.05 -1.69 0.01
```
Forces are in eV/Å.

Here are the Mulliken charges for atoms 1 to 2, given in e:
1. C -0.775
2. C 0.649